# C38H85NO18

A 9-piece molecular cluster, C38H85NO18 overall (ωB97M-V/def2-TZVPD, OMol25).

Properties
- SMILES string: O=[N+]([O-])c1ccccc1.COCCOC.COCCOC.COCCOC.COCCOC.COCCOC.COCCOC.COCCOC.COCCOC
- E: -79113.4733 eV
- HOMO level: -9.351 eV
- Kohn-Sham gap: 8.907 eV
- LUMO: -0.44 eV

XYZ file:
```
142
Properties=species:S:1:pos:R:3:forces:R:3:lowdin_charge:R:1
C 0.300617 -5.630363 5.459481 1.02 -0.25 -0.53 -0.062
C 0.639328 -4.614311 6.358262 0.21 -0.33 0.09 -0.071
C 0.689355 -3.302595 5.960107 -0.70 0.93 -0.90 0.008
C 0.270273 -2.972523 4.645849 0.96 -1.84 1.26 -0.144
C 0.119270 -3.990394 3.732985 -1.06 0.23 -0.71 -0.008
C 0.151896 -5.332329 4.115151 -0.38 0.79 0.28 -0.070
N 0.093963 -1.596692 4.266560 0.62 0.65 0.48 -0.351
O -0.587274 -1.336409 3.303143 -0.31 -0.05 -0.57 0.088
O 0.649675 -0.771939 4.966579 -0.10 0.19 -0.02 0.088
H 0.374160 -6.674347 5.735139 -0.29 0.05 0.31 0.108
H 0.936507 -4.850543 7.371067 -0.13 -0.11 0.02 0.108
H 0.996353 -2.506678 6.621760 -0.10 -0.02 0.11 0.117
H -0.175785 -3.729494 2.722992 0.23 0.00 -0.06 0.116
H -0.033307 -6.071590 3.349431 0.08 -0.22 0.16 0.107
C -4.097303 -2.546555 0.708653 0.71 -0.93 -0.58 -0.068
O -3.967944 -3.869029 0.180072 -0.18 -0.86 -0.04 -0.192
C -4.068618 -4.104755 -1.219625 -0.85 1.00 0.54 -0.209
C -4.549538 -5.510302 -1.518288 0.33 -0.20 0.04 -0.186
O -3.622421 -6.518889 -1.148083 -0.31 -0.97 0.61 -0.183
C -2.250623 -6.277622 -1.309073 -0.24 1.15 -0.13 -0.121
H -3.229007 -1.989787 0.352790 -0.16 0.57 0.25 0.073
H -4.054295 -2.709952 1.782532 0.10 0.31 0.06 0.090
H -5.043488 -2.055965 0.469324 -0.06 -0.07 -0.28 0.079
H -3.141618 -3.921782 -1.768755 0.34 0.03 0.28 0.115
H -4.761924 -3.364648 -1.631212 -0.31 -0.19 -0.20 0.102
H -4.822306 -5.558949 -2.580562 0.52 0.00 -0.29 0.122
H -5.468141 -5.829188 -1.028066 0.00 0.51 0.43 0.128
H -1.637242 -7.151880 -1.097461 -0.50 -0.42 -0.47 0.089
H -1.881234 -5.547907 -0.573802 -0.18 0.29 -0.20 0.072
H -2.147637 -5.879131 -2.325253 0.88 -0.19 0.04 0.094
C -0.022414 -1.760956 -0.135780 -0.63 -0.53 0.38 -0.081
O -1.060274 -0.795941 -0.067759 0.77 -0.18 -0.61 -0.193
C -0.736675 0.423016 0.540700 -1.47 0.59 1.52 -0.211
C -0.561527 1.648353 -0.370367 -0.64 0.43 -0.27 -0.167
O -1.442998 1.699246 -1.488094 0.51 -1.13 -1.30 -0.180
C -2.800562 1.520359 -1.211677 -1.14 1.11 0.88 -0.110
H 0.473644 -1.817241 -1.106548 0.17 0.34 0.05 0.080
H -0.519016 -2.722053 0.027685 0.06 -0.08 -0.12 0.075
H 0.672863 -1.655450 0.698242 0.25 0.17 -0.20 0.070
H -0.022761 0.329096 1.368028 0.85 -0.02 -0.71 0.111
H -1.600365 0.580114 1.204850 -0.30 0.51 -0.47 0.123
H 0.444050 1.784557 -0.764866 0.00 -0.36 -0.18 0.086
H -0.787681 2.595678 0.136206 0.26 -0.31 0.91 0.108
H -3.115428 0.539500 -0.847434 0.55 -0.03 0.42 0.071
H -3.511142 1.709920 -2.022523 0.96 -0.01 -0.85 0.080
H -3.087019 2.344009 -0.539143 -0.22 -0.46 0.61 0.091
C -2.876135 5.053065 1.352409 -0.75 -0.13 0.27 -0.100
O -3.620888 5.155652 0.151519 0.46 0.79 -0.02 -0.185
C -3.086600 6.005867 -0.859781 -0.05 0.02 0.30 -0.178
C -2.604269 7.395548 -0.410696 -1.29 -0.45 0.89 -0.203
O -3.648180 8.068501 0.308738 0.37 -0.17 -0.65 -0.185
C -3.262453 9.379215 0.654870 -1.38 0.58 0.74 -0.123
H -3.632937 4.766494 2.084016 0.28 -0.35 0.14 0.094
H -2.465998 5.985580 1.746651 0.07 0.11 -0.40 0.079
H -2.093172 4.295166 1.281233 0.09 0.00 0.01 0.073
H -3.906069 6.076654 -1.571643 0.05 0.26 -0.13 0.125
H -2.246931 5.510141 -1.356661 0.17 -0.02 -0.08 0.110
H -2.368916 8.006369 -1.283567 0.47 -0.21 -0.11 0.124
H -1.783679 7.292876 0.302771 0.52 0.07 -0.48 0.114
H -4.157424 10.011505 0.620200 -0.04 -0.08 -0.46 0.084
H -2.519708 9.833610 -0.000136 0.24 -0.21 0.09 0.085
H -3.031623 9.462771 1.722555 0.82 -0.28 -0.12 0.086
C 3.760150 -0.469820 2.047962 -1.41 -1.05 0.54 -0.094
O 3.774277 -0.086455 3.405900 1.06 -0.20 0.08 -0.183
C 4.930635 -0.470063 4.123459 0.67 0.39 -0.40 -0.201
C 5.159603 0.505493 5.265870 1.03 -0.54 0.14 -0.199
O 4.857149 -0.189696 6.465378 -0.90 0.43 -0.20 -0.190
C 4.370823 0.617604 7.512282 0.62 -0.24 0.48 -0.115
H 4.369268 0.133739 1.373580 -0.30 0.37 0.09 0.080
H 2.673003 -0.494426 1.926857 0.16 0.63 -1.25 0.086
H 4.007176 -1.521362 1.847117 0.47 0.00 0.49 0.065
H 5.837640 -0.498073 3.502035 -0.24 0.41 -0.42 0.120
H 4.881986 -1.502024 4.483571 -0.44 0.06 0.34 0.127
H 4.674075 1.469770 5.094747 -0.81 -0.34 0.22 0.126
H 6.217602 0.806346 5.295093 0.12 -0.28 0.06 0.120
H 3.434550 1.145928 7.312990 0.12 0.06 -0.42 0.090
H 5.172302 1.308762 7.799458 -0.31 0.27 0.20 0.088
H 4.177289 -0.054369 8.349890 0.09 0.05 0.01 0.085
C 4.061285 2.730478 -6.760405 1.13 -0.08 -0.91 -0.118
O 4.256072 1.662782 -5.853924 -0.86 0.13 0.24 -0.169
C 3.219292 0.687914 -5.821739 -0.72 0.06 -0.23 -0.214
C 3.466705 -0.277809 -4.687010 1.54 -0.59 0.45 -0.209
O 3.213983 0.151717 -3.361154 -0.01 0.60 -0.60 -0.180
C 1.844859 0.384938 -3.119162 0.34 0.49 0.33 -0.101
H 3.673387 2.423642 -7.736485 -0.42 -0.34 0.16 0.084
H 5.066951 3.070065 -7.017431 0.06 0.15 0.22 0.085
H 3.518389 3.619245 -6.436302 -0.37 -0.33 0.59 0.083
H 3.177536 0.154473 -6.776072 0.37 -0.30 -0.05 0.125
H 2.203687 1.092812 -5.759738 0.12 0.60 0.24 0.114
H 4.548849 -0.449231 -4.711430 -0.01 0.00 0.09 0.129
H 3.048357 -1.285099 -4.796623 -0.53 0.23 -0.53 0.126
H 1.308358 -0.568896 -3.155130 -0.33 0.25 0.12 0.092
H 1.414654 1.136611 -3.788924 -0.09 -0.32 -0.28 0.086
H 1.811539 0.880847 -2.148128 -0.22 -0.53 0.18 0.067
C 1.459151 -5.245048 0.186113 0.24 0.35 0.74 -0.076
O 2.193637 -4.098759 0.636018 -0.04 0.37 -0.21 -0.195
C 3.508760 -4.456201 1.044119 -0.60 -1.73 -1.08 -0.192
C 3.519950 -5.494832 2.159513 -0.26 0.74 1.71 -0.229
O 3.417739 -6.885866 1.863728 1.51 0.82 -0.39 -0.196
C 4.729981 -7.377011 1.461914 -1.80 0.47 0.07 -0.066
H 0.545648 -4.979137 -0.344109 0.36 0.56 -0.34 0.070
H 1.084282 -5.795642 1.052953 0.38 -0.40 0.00 0.077
H 2.144266 -5.838794 -0.416892 -0.36 -0.40 -0.14 0.095
H 4.144432 -3.594105 1.222551 -0.58 0.34 0.52 0.106
H 4.031107 -4.944258 0.205871 -0.12 0.01 -0.29 0.115
H 2.728187 -5.338242 2.896726 -0.35 0.39 -0.38 0.114
H 4.396452 -5.202452 2.756364 0.45 -0.85 -0.04 0.120
H 4.982974 -6.874717 0.527662 0.39 -0.28 -0.08 0.077
H 4.560528 -8.440455 1.320737 0.53 -0.06 -0.03 0.089
H 5.439529 -7.116672 2.246094 0.24 -0.33 -0.04 0.086
C -6.018430 3.082487 -4.090973 -0.66 0.02 -0.76 -0.084
O -7.330467 2.700401 -4.526649 -0.21 -0.06 0.35 -0.194
C -7.484905 1.328516 -4.851896 -0.69 0.23 0.53 -0.199
C -7.309859 0.438980 -3.627756 1.08 0.15 0.26 -0.189
O -5.905887 0.240020 -3.346862 -0.91 -0.40 0.40 -0.202
C -5.793770 -0.726896 -2.319012 0.28 -0.88 -0.53 -0.131
H -5.378778 2.835508 -4.940054 0.68 0.11 0.38 0.093
H -5.697178 2.628054 -3.155346 -0.04 -0.34 -0.16 0.071
H -6.051817 4.156954 -3.922448 -0.03 0.05 -0.23 0.086
H -6.926721 1.059625 -5.753110 0.76 -0.24 0.40 0.127
H -8.509903 1.186359 -5.203158 -0.22 0.36 0.29 0.121
H -7.853920 -0.510099 -3.684658 0.27 -0.21 -0.50 0.120
H -7.690425 0.896123 -2.709246 -0.47 0.51 -0.32 0.130
H -5.993409 -1.710549 -2.763283 0.25 -0.16 0.00 0.081
H -6.510215 -0.692532 -1.490796 -0.09 0.82 -0.03 0.091
H -4.783524 -0.712105 -1.916423 0.02 0.06 -0.06 0.068
C 0.909809 5.200930 -2.145477 -0.02 -0.09 1.26 -0.095
O 2.179041 5.235041 -1.523813 0.33 0.52 -0.17 -0.185
C 2.935465 4.038991 -1.576830 -0.56 0.48 0.45 -0.198
C 4.108432 4.144772 -0.608310 -0.43 0.18 -1.20 -0.203
O 3.693210 4.110555 0.738207 -0.41 -0.22 -0.38 -0.153
C 4.570290 3.407507 1.555710 0.86 -0.25 0.91 -0.129
H 0.925619 5.062394 -3.227659 0.10 -0.43 0.00 0.090
H 0.401964 6.145424 -1.944894 0.31 0.19 -0.03 0.078
H 0.345038 4.463341 -1.565336 -0.43 -0.38 -0.77 0.077
H 3.264256 3.869200 -2.605664 0.33 -0.09 -0.02 0.127
H 2.336709 3.170302 -1.276805 -0.20 0.01 0.02 0.107
H 4.636700 5.077720 -0.817723 0.18 0.03 0.06 0.130
H 4.731176 3.304275 -0.932201 0.34 -0.11 0.64 0.124
H 5.512498 3.945726 1.738335 0.09 -0.02 -0.45 0.091
H 4.790919 2.408058 1.164677 0.06 0.06 -0.08 0.071
H 4.180621 3.276593 2.567858 -0.58 0.06 -0.26 0.087
```
Positions in Å, forces in eV/Å.